Record 1
Entry from OMol25: a 4-piece molecular cluster, C13H37N5O4 overall in a non-equilibrium geometry (ωB97M-V/def2-TZVPD).

Atoms and positions in Å:
C  5.802  28.261  -9.220
C  5.137  29.526  -8.551
C  6.033  30.384  -7.585
O  7.059  31.100  -8.320
C  8.031  31.697  -7.513
N  4.552  30.345  -9.646
H  6.625  28.426  -9.915
H  5.156  27.463  -9.587
H  6.276  27.790  -8.359
H  4.261  29.277  -7.951
H  6.482  29.738  -6.830
H  5.479  31.201  -7.122
H  7.754  31.883  -6.475
H  8.426  32.628  -7.918
H  8.919  31.064  -7.483
H  5.251  30.561  -10.341
H  4.578  31.293  -9.298
C  -2.256  29.525  0.852
C  -2.562  30.619  -0.245
C  -2.676  32.080  0.378
O  -2.941  32.814  -0.768
C  -3.261  34.198  -0.536
N  -1.436  30.639  -1.208
H  -2.012  28.515  0.526
H  -3.177  29.296  1.388
H  -1.371  29.719  1.458
H  -3.492  30.420  -0.779
H  -1.747  32.440  0.821
H  -3.506  32.126  1.083
H  -2.511  34.621  0.133
H  -4.253  34.363  -0.117
H  -3.139  34.720  -1.485
H  -1.406  29.693  -1.562
H  -1.610  31.380  -1.872
C  4.194  36.772  -4.963
C  2.938  37.474  -5.522
C  2.761  37.240  -7.101
O  3.939  37.614  -7.792
C  4.493  38.954  -7.686
N  1.735  37.143  -4.750
H  4.196  35.788  -5.431
H  4.203  36.562  -3.893
H  5.154  37.250  -5.158
H  3.158  38.540  -5.478
H  1.968  37.920  -7.412
H  2.418  36.236  -7.349
H  5.201  38.958  -6.858
H  3.834  39.820  -7.623
H  5.206  39.025  -8.507
H  0.857  37.633  -4.845
H  1.473  36.189  -4.954
C  -1.534  33.168  -6.570
O  -0.464  33.129  -5.991
N  -1.724  32.982  -7.865
N  -2.681  33.397  -5.920
H  -0.828  33.020  -8.328
H  -2.565  32.690  -8.341
H  -2.665  33.369  -4.911
H  -3.577  33.295  -6.376

Atomic forces in eV per Å
C 0.348 0.153 2.329
C 0.289 0.590 -1.612
C 0.637 0.044 -1.414
O -0.697 -0.558 -0.185
C 1.146 -0.189 0.224
N 0.511 0.869 0.357
H -0.318 0.560 -0.131
H -0.485 0.634 -0.242
H 0.359 -0.375 0.061
H 0.196 -0.613 0.183
H 0.070 -0.041 0.170
H -0.649 -0.414 0.347
H -0.479 0.000 0.026
H -0.586 0.186 -0.335
H 0.124 -0.377 0.197
H 0.553 -1.005 -0.586
H -1.029 0.547 0.611
C -0.652 0.047 -0.787
C 1.841 0.159 1.586
C -0.116 -2.122 -0.970
O -0.948 1.962 -0.768
C 0.983 -0.618 -0.219
N -0.596 -0.078 1.458
H 0.012 0.046 -1.153
H 0.142 0.564 0.705
H -0.408 0.726 0.333
H -0.343 -0.063 0.343
H 0.186 -0.311 0.301
H -0.089 0.014 0.260
H 0.005 0.123 0.250
H -0.126 -0.225 -0.025
H -0.279 -0.104 -0.018
H 0.284 0.316 -0.818
H 0.113 -0.430 -0.496
C -0.440 -1.005 -0.268
C -0.075 0.519 -1.023
C 0.369 1.782 1.899
O 0.249 0.148 -0.664
C 0.857 -1.627 0.324
N 0.348 -0.822 0.207
H 0.424 -0.224 -0.047
H -0.567 0.380 0.089
H -0.251 0.202 -0.443
H -0.462 0.220 0.367
H -0.404 0.086 0.020
H 0.648 -0.187 -0.100
H -0.348 0.226 0.647
H -0.429 -0.343 -0.165
H -0.575 0.193 -0.501
H 0.483 0.812 -0.513
H 0.155 -0.405 0.170
C -0.364 -0.371 1.877
O 0.584 0.317 -0.317
N 1.428 -0.096 -2.681
N -1.810 0.306 1.558
H -0.448 -0.429 -0.646
H 0.351 0.235 0.314
H 0.010 -0.033 -0.268
H 0.273 0.099 0.182

Output
Kohn-Sham gap = 9.15 eV
largest force on an atom = 3.0 eV Å⁻¹
LUMO = 0.55 eV
SMILES = COC[C@H](C)N.COC[C@H](C)N.COC[C@H](C)N.NC(N)=O
ΔE to the lowest compared entry with this formula, charge and spin = 59.9 kcal per mole
total charge = 0
E_HOMO = -8.6 eV
total energy = -29718.6994 eV



Record 2
Entry from OMol25: CH2F4N3P3 in the gas phase in a non-equilibrium geometry (ωB97M-V/def2-TZVPD).

Atoms and positions in Å:
C  1.139  1.203  0.882
N  -2.238  -0.072  -0.655
N  -0.651  -2.034  0.179
N  0.237  0.587  0.129
F  2.135  1.926  0.106
F  0.692  2.113  1.729
F  1.907  0.437  1.655
F  0.644  -1.037  -1.740
P  -2.257  -1.591  -0.355
P  -1.213  1.235  -0.615
P  0.736  -1.140  -0.037
H  -0.387  -2.781  0.830
H  -0.745  1.154  -2.107

Atomic forces in eV per Å
C 3.363 3.455 0.497
N 0.185 -0.973 -0.215
N -0.348 0.293 0.490
N -0.874 -3.543 -0.650
F -1.435 -0.855 0.532
F -1.170 1.015 0.093
F 0.264 -1.240 0.125
F 0.157 -0.341 1.972
P 0.378 0.105 0.460
P 0.951 0.769 -1.721
P 0.168 1.295 -3.190
H -0.943 0.012 -0.464
H -0.697 0.008 2.070

Output
Kohn-Sham gap = 8.45 eV
largest force on an atom = 4.8 eV Å⁻¹
LUMO = -0.97 eV
SMILES = Fp1[nH]pn[pH]n1C(F)(F)F
ΔE to the lowest compared entry with this formula, charge and spin = 13.1 kcal per mole
total charge = 0
E_HOMO = -9.4 eV
total energy = -44277.7483 eV